No. 1
Below is C57H63MgN6P2SSi2 as an isolated structure at a distorted geometry, with properties calculated with ωB97M-V/def2-TZVPD.

Summary:
* spin multiplicity: 1
* net charge: -1
* gap between HOMO and LUMO: 6.40 eV

Last column: Löwdin charge in e.
Geometry (Å):
Mg (0.455, -0.007, 0.324)  0.609
C (-2.883, 3.306, -0.478)  -0.167
Si (-3.241, 1.509, -0.011)  0.308
C (-3.553, 1.401, 1.860)  -0.177
C (-4.921, 1.185, -0.810)  -0.189
N (-1.916, 0.548, -0.449)  -0.264
P (-1.719, -0.932, -1.008)  0.586
C (-0.078, -1.388, -1.265)  -0.481
P (0.597, -0.491, -2.572)  0.601
N (0.554, 1.098, -2.572)  -0.239
Si (1.598, 2.323, -3.067)  0.277
C (2.812, 1.944, -4.462)  -0.178
C (0.569, 3.786, -3.660)  -0.193
C (2.716, 2.987, -1.674)  -0.184
C (2.387, -0.984, -2.727)  -0.255
C (2.926, -1.742, -3.766)  -0.073
C (4.296, -1.977, -3.849)  -0.098
C (5.159, -1.450, -2.899)  -0.109
C (4.643, -0.685, -1.860)  -0.094
C (3.279, -0.461, -1.786)  -0.148
C (0.001, -1.180, -4.178)  -0.300
C (-0.284, -2.540, -4.296)  -0.103
C (-0.647, -3.082, -5.523)  -0.092
C (-0.732, -2.268, -6.649)  -0.107
C (-0.466, -0.910, -6.538)  -0.094
C (-0.107, -0.373, -5.306)  -0.088
C (-2.827, -1.285, -2.424)  -0.277
C (-3.081, -0.273, -3.348)  -0.107
C (-3.837, -0.530, -4.485)  -0.087
C (-4.350, -1.800, -4.707)  -0.101
C (-4.098, -2.817, -3.794)  -0.095
C (-3.334, -2.562, -2.663)  -0.084
C (-2.347, -2.144, 0.241)  -0.274
C (-3.662, -2.088, 0.704)  -0.087
C (-4.095, -2.910, 1.734)  -0.089
C (-3.213, -3.816, 2.318)  -0.105
C (-1.907, -3.894, 1.857)  -0.102
C (-1.476, -3.061, 0.826)  -0.102
H (-3.176, 3.997, 0.326)  0.016
H (-3.436, 3.591, -1.381)  0.023
H (-1.820, 3.444, -0.684)  -0.007
H (-3.568, 2.391, 2.336)  0.015
H (-2.765, 0.806, 2.331)  0.007
H (-4.511, 0.913, 2.080)  0.019
H (-5.605, 1.985, -0.498)  0.029
H (-5.370, 0.230, -0.517)  0.009
H (-4.859, 1.196, -1.902)  0.013
H (2.314, 1.532, -5.346)  0.016
H (3.563, 1.216, -4.135)  0.015
H (3.332, 2.861, -4.764)  0.026
H (0.275, 3.659, -4.709)  0.018
H (1.142, 4.721, -3.585)  0.017
H (-0.350, 3.892, -3.068)  0.012
H (3.742, 2.628, -1.807)  0.026
H (2.383, 2.659, -0.683)  -0.022
H (2.743, 4.084, -1.664)  0.028
H (2.277, -2.150, -4.529)  0.092
H (4.688, -2.570, -4.669)  0.093
H (6.227, -1.628, -2.972)  0.091
H (5.304, -0.264, -1.109)  0.102
H (2.893, 0.146, -0.976)  0.064
H (-0.217, -3.159, -3.407)  0.103
H (-0.873, -4.140, -5.603)  0.096
H (-1.015, -2.692, -7.607)  0.091
H (-0.547, -0.269, -7.409)  0.095
H (0.079, 0.689, -5.202)  0.083
H (-2.656, 0.711, -3.169)  0.106
H (-4.021, 0.261, -5.205)  0.101
H (-4.937, -2.002, -5.595)  0.093
H (-4.491, -3.813, -3.970)  0.095
H (-3.125, -3.358, -1.958)  0.105
H (-4.357, -1.391, 0.246)  0.081
H (-5.118, -2.845, 2.087)  0.096
H (-3.546, -4.451, 3.130)  0.092
H (-1.218, -4.606, 2.300)  0.089
H (-0.457, -3.106, 0.451)  0.076
N (2.577, -2.254, 0.499)  0.230
C (2.950, -3.125, 1.165)  -0.238
N (3.321, -4.157, 1.929)  -0.095
C (3.480, -5.476, 1.308)  -0.159
C (2.301, -6.369, 1.670)  -0.163
C (2.120, -6.463, 3.207)  -0.184
C (3.029, -5.485, 3.963)  -0.190
C (2.976, -4.090, 3.364)  -0.141
H (4.419, -5.922, 1.643)  0.115
H (3.550, -5.336, 0.233)  0.126
H (2.447, -7.358, 1.229)  0.105
H (1.406, -5.942, 1.212)  0.108
H (2.322, -7.477, 3.553)  0.100
H (1.082, -6.245, 3.465)  0.101
H (4.061, -5.847, 3.957)  0.109
H (2.724, -5.423, 5.008)  0.112
H (3.670, -3.422, 3.874)  0.123
H (1.976, -3.665, 3.484)  0.112
S (-0.118, 6.304, 3.308)  0.969
C (-0.041, 4.700, 2.517)  -0.502
C (-0.388, 3.544, 3.205)  -0.046
C (-0.358, 2.339, 2.527)  -0.118
N (-0.004, 2.238, 1.242)  0.063
C (0.338, 3.352, 0.596)  -0.142
C (0.341, 4.604, 1.191)  -0.059
C (-1.899, 6.442, 3.426)  -0.522
C (-2.637, 6.879, 2.337)  -0.080
C (-4.020, 6.931, 2.451)  -0.143
N (-4.682, 6.586, 3.556)  0.057
C (-3.958, 6.175, 4.596)  -0.147
C (-2.572, 6.091, 4.585)  -0.088
H (-0.674, 3.576, 4.248)  0.111
H (-0.618, 1.417, 3.034)  0.109
H (0.599, 3.236, -0.452)  0.077
H (0.614, 5.484, 0.622)  0.110
H (-2.143, 7.157, 1.415)  0.107
H (-4.626, 7.263, 1.614)  0.105
H (-4.515, 5.893, 5.484)  0.103
H (-2.029, 5.761, 5.461)  0.102
C (4.104, 2.314, 4.037)  -0.104
C (3.911, 2.256, 2.637)  -0.087
C (3.000, 1.383, 2.114)  -0.055
C (2.207, 0.525, 2.928)  -0.217
C (1.210, -0.336, 2.337)  -0.164
C (0.548, -1.160, 3.230)  -0.160
C (0.780, -1.145, 4.629)  -0.111
C (1.687, -0.283, 5.177)  -0.069
C (2.436, 0.576, 4.332)  -0.185
C (3.390, 1.487, 4.857)  -0.057
H (4.822, 3.011, 4.453)  0.092
H (4.487, 2.902, 1.983)  0.097
H (2.868, 1.321, 1.037)  0.077
H (-0.215, -1.842, 2.863)  0.067
H (0.214, -1.809, 5.277)  0.093
H (1.838, -0.237, 6.251)  0.097
H (3.547, 1.515, 5.932)  0.102


No. 2
Below is a 2-piece molecular cluster, C4H5NO2 overall at a distorted geometry, with properties calculated with ωB97M-V/def2-TZVPD.

Summary:
* structure (SMILES): CN=C=O.C=C=O
* spin multiplicity: 1
* net charge: 0
* gap between HOMO and LUMO: 9.99 eV

Last column: natural (NBO) charge in e.
Geometry (Å):
C (0.746, -1.164, -0.806)  -0.422
N (1.187, 0.168, -0.897)  -0.538
C (1.479, 1.166, -0.336)  0.850
O (1.846, 2.244, -0.111)  -0.527
H (-0.007, -1.361, -0.022)  0.202
H (1.654, -1.882, -0.576)  0.210
H (0.265, -1.375, -1.813)  0.224
C (-0.912, 1.835, 0.807)  -0.791
C (-1.585, 1.199, -0.069)  0.721
O (-2.268, 0.809, -0.894)  -0.453
H (-0.090, 1.506, 1.410)  0.259
H (-1.317, 2.765, 0.923)  0.265


No. 3
Below is one molecule with the formula C3H6ClNOS at a distorted geometry, with properties calculated with ωB97M-V/def2-TZVPD.

Summary:
* structure (SMILES): CONC(=S)CCl
* spin multiplicity: 1
* net charge: 0
* gap between HOMO and LUMO: 8.87 eV

Last column: natural (NBO) charge in e.
Geometry (Å):
C (-2.106, -1.145, 0.197)  -0.303
O (-1.314, -0.386, -0.837)  -0.344
N (0.043, -0.279, -0.365)  -0.285
C (0.519, 0.885, -0.118)  0.052
S (-0.436, 2.252, -0.274)  -0.168
C (1.910, 1.058, 0.162)  -0.382
Cl (3.106, -0.380, -0.297)  -0.157
H (-1.830, -2.372, 0.387)  0.188
H (-2.082, -0.782, 1.437)  0.214
H (-3.122, -1.039, -0.330)  0.222
H (0.686, -1.097, -0.585)  0.417
H (2.248, 1.459, 1.146)  0.272
H (2.377, 1.827, -0.524)  0.274


No. 4
Below is a 2-piece molecular cluster, C5H16NO overall at a distorted geometry, with properties calculated with ωB97M-V/def2-TZVPD.

Summary:
* spin multiplicity: 2
* net charge: +2
* gap between HOMO and LUMO (alpha / beta): 12.79 / 5.12 eV

Last column: Löwdin spin population.
Geometry (Å):
C (1.105, 0.665, -2.527)  0.093
C (0.285, 0.532, -1.250)  0.076
C (0.992, 0.005, -0.019)  0.241
C (0.051, 0.547, 1.276)  0.222
C (0.476, 0.175, 2.667)  0.181
N (-1.081, -0.303, -1.415)  -0.001
H (2.266, 0.842, -2.403)  0.009
H (1.269, -0.366, -2.916)  0.010
H (0.790, 1.461, -3.167)  0.012
H (-0.076, 1.625, -0.955)  0.012
H (2.071, 0.323, 0.121)  0.010
H (1.062, -1.111, -0.088)  0.002
H (-1.177, 0.202, 1.256)  0.014
H (0.062, 1.672, 1.185)  0.003
H (1.110, 0.926, 2.904)  0.004
H (0.765, -0.876, 2.925)  0.023
H (-0.484, 0.290, 3.133)  0.077
H (-1.046, -1.282, -1.120)  0.000
H (-1.846, 0.097, -0.724)  0.000
H (-1.395, -0.062, -2.376)  0.001
H (-1.199, -1.107, 1.466)  -0.001
H (-2.265, -2.483, 1.215)  0.000
O (-1.735, -1.772, 0.813)  0.012


No. 5
Below is C19H28MnNO2P2 as an isolated structure at a distorted geometry, with properties calculated with ωB97M-V/def2-TZVPD.

Summary:
* spin multiplicity: 5
* net charge: +2
* gap between HOMO and LUMO (alpha / beta): 5.52 / 6.97 eV

Last column: Löwdin spin population.
Geometry (Å):
Mn (-0.109, 0.211, -0.289)  3.797
P (-2.325, -0.086, -0.713)  -0.011
C (-2.264, 0.437, -2.474)  0.002
C (-0.922, 0.973, -2.878)  0.019
N (0.176, 0.725, -2.119)  0.002
C (1.436, 1.044, -2.478)  0.013
C (1.607, 1.755, -3.634)  -0.001
C (0.521, 2.089, -4.425)  0.015
C (-0.754, 1.671, -4.063)  -0.001
C (2.612, 0.633, -1.617)  0.006
P (2.255, -0.854, -0.659)  -0.020
H (-1.623, 1.857, -4.680)  0.000
H (2.624, 2.050, -3.889)  0.000
H (0.664, 2.655, -5.340)  0.001
H (3.487, 0.434, -2.242)  0.001
H (2.863, 1.394, -0.871)  0.001
H (-2.566, -0.452, -3.070)  0.001
H (-3.066, 1.206, -2.614)  -0.001
H (-1.017, -2.494, -3.428)  0.000
O (-1.401, -2.718, -4.307)  0.000
H (-2.271, -3.029, -4.046)  0.000
H (0.936, -2.743, -1.166)  -0.001
O (-0.033, -2.759, -0.852)  0.012
H (-0.176, -3.698, -0.753)  0.000
C (3.027, -2.215, -1.666)  -0.006
H (3.973, -1.895, -2.122)  -0.001
H (3.266, -3.117, -1.080)  0.000
H (2.407, -2.534, -2.520)  0.000
C (3.134, -0.887, 0.930)  0.001
H (3.062, -1.902, 1.358)  0.000
H (4.185, -0.590, 0.812)  0.000
H (2.589, -0.209, 1.602)  0.001
C (-3.204, 1.304, 0.076)  0.013
H (-4.261, 1.252, -0.240)  0.002
H (-3.111, 1.262, 1.175)  0.000
H (-2.746, 2.236, -0.295)  0.001
C (-3.325, -1.593, -0.482)  -0.006
H (-3.546, -1.725, 0.590)  0.000
H (-4.267, -1.492, -1.046)  -0.002
H (-2.789, -2.486, -0.837)  0.000
C (0.108, 0.439, 1.522)  -0.059
C (0.175, 0.703, 2.727)  0.140
C (0.142, 0.995, 4.067)  0.020
C (-1.008, 1.600, 4.620)  0.021
C (-1.069, 1.762, 5.992)  -0.002
C (0.000, 1.335, 6.800)  0.020
C (1.143, 0.749, 6.233)  -0.002
C (1.226, 0.576, 4.863)  0.022
H (-1.827, 1.918, 3.969)  0.001
H (-1.952, 2.222, 6.439)  0.000
H (-0.059, 1.450, 7.881)  0.001
H (1.977, 0.423, 6.855)  0.000
H (2.095, 0.117, 4.386)  0.001


No. 6
Below is an isolated ion of composition CH3ClO2PS and charge -1 at a distorted geometry, with properties calculated with ωB97M-V/def2-TZVPD.

Summary:
* structure (SMILES): [O-]P(Cl)SCO
* spin multiplicity: 1
* net charge: -1
* gap between HOMO and LUMO: 7.32 eV

Last column: natural (NBO) charge in e.
Geometry (Å):
O (1.347, -1.083, -2.183)  -1.149
P (0.973, -0.064, -1.151)  1.134
Cl (0.254, 1.649, -2.241)  -0.517
S (-1.112, -0.735, -0.403)  -0.359
C (-0.547, 0.343, 0.969)  -0.208
O (0.462, -0.348, 1.632)  -0.752
H (-0.290, 1.275, 0.467)  0.201
H (-1.448, 0.328, 1.463)  0.167
H (0.361, -1.365, 1.446)  0.482


- Which value of net charge does entry 6 give?
  -1


- Which formula does entry 3 have?
  C3H6ClNOS


Please write out number 6 again, unchanged.
Below is an isolated ion of composition CH3ClO2PS and charge -1 at a distorted geometry, with properties calculated with ωB97M-V/def2-TZVPD.

Summary:
* structure (SMILES): [O-]P(Cl)SCO
* spin multiplicity: 1
* net charge: -1
* gap between HOMO and LUMO: 7.32 eV

Last column: natural (NBO) charge in e.
Geometry (Å):
O (1.347, -1.083, -2.183)  -1.149
P (0.973, -0.064, -1.151)  1.134
Cl (0.254, 1.649, -2.241)  -0.517
S (-1.112, -0.735, -0.403)  -0.359
C (-0.547, 0.343, 0.969)  -0.208
O (0.462, -0.348, 1.632)  -0.752
H (-0.290, 1.275, 0.467)  0.201
H (-1.448, 0.328, 1.463)  0.167
H (0.361, -1.365, 1.446)  0.482